Entry 1:
Molecular formula: C48H108N4O8
Method: DFT, the ωB97M-V functional and the def2-TZVPD basis

Structure (XYZ):
```
168
Properties=species:S:1:pos:R:3:forces:R:3
C -6.315 -19.442 -0.685 0.67 -0.26 1.09
C -7.554 -19.177 0.164 0.58 -0.15 0.40
C -7.111 -19.031 1.620 0.50 0.32 -0.07
C -8.158 -17.894 -0.352 -1.08 0.03 -0.77
C -9.594 -17.685 0.124 0.27 0.72 0.24
C -10.481 -18.882 -0.171 0.29 0.21 0.75
C -9.879 -20.204 0.332 -0.51 -0.54 -0.46
C -10.126 -20.418 1.827 0.75 0.21 0.33
C -10.648 -21.310 -0.409 0.28 -0.43 0.55
N -8.494 -20.267 -0.105 0.11 0.17 -0.68
O -7.907 -21.514 0.254 -0.08 0.14 0.31
H -6.581 -19.745 -1.694 0.11 0.18 -0.11
H -5.676 -18.559 -0.629 -0.14 0.20 -0.49
H -5.682 -20.195 -0.202 -0.23 -0.29 -0.26
H -6.266 -18.332 1.636 -0.11 0.04 0.05
H -7.890 -18.607 2.248 0.00 -0.16 0.15
H -6.716 -19.965 2.020 -0.34 -0.11 0.09
H -7.584 -16.991 -0.142 0.36 -0.26 0.28
H -8.142 -18.010 -1.445 -0.25 0.25 0.00
H -9.584 -17.438 1.194 -0.01 -0.30 0.02
H -9.973 -16.762 -0.330 -0.17 -0.21 -0.15
H -10.684 -18.923 -1.241 -0.02 -0.18 -0.02
H -11.416 -18.800 0.388 -0.18 0.22 -0.37
H -9.709 -21.373 2.155 -0.25 -0.15 -0.20
H -11.194 -20.375 2.033 0.00 -0.08 0.11
H -9.597 -19.695 2.451 -0.32 0.25 -0.09
H -10.436 -22.292 0.023 0.14 0.06 -0.05
H -10.340 -21.334 -1.453 -0.31 0.11 -0.12
H -11.720 -21.160 -0.268 -0.03 0.13 -0.35
H -7.546 -21.828 -0.580 -0.06 -0.12 0.00
C -3.255 -16.450 0.177 -0.42 -0.06 0.08
C -2.349 -15.523 0.992 -0.17 -0.14 0.72
C -3.060 -14.188 1.186 -0.66 0.23 -0.66
C -2.160 -16.099 2.398 -0.05 -0.44 0.78
C -1.219 -17.292 2.459 0.06 0.38 -0.52
C 0.162 -16.882 1.923 -0.69 -1.03 0.34
C 0.108 -16.179 0.572 -0.13 -0.49 -0.97
C 1.360 -15.372 0.369 1.99 0.75 -0.07
C 0.106 -17.243 -0.547 -0.27 0.13 -0.56
N -1.040 -15.286 0.430 0.36 1.04 0.69
O -1.160 -14.791 -0.888 0.12 -0.31 -0.17
H -4.186 -16.609 0.733 0.04 0.02 -0.01
H -3.543 -15.994 -0.770 0.24 -0.09 -0.15
H -2.818 -17.434 0.016 0.05 0.04 -0.15
H -3.308 -13.723 0.226 0.25 -0.02 0.03
H -4.036 -14.354 1.654 0.15 -0.03 0.22
H -2.478 -13.482 1.774 0.09 -0.08 0.07
H -1.796 -15.345 3.106 0.10 0.20 -0.31
H -3.139 -16.391 2.794 -0.03 0.05 -0.18
H -1.115 -17.660 3.479 -0.08 -0.04 0.02
H -1.635 -18.104 1.853 0.11 -0.04 0.05
H 0.678 -17.830 1.745 0.41 0.24 0.14
H 0.705 -16.355 2.710 -0.01 0.38 -0.22
H 1.514 -14.956 -0.632 -0.55 -0.16 -0.11
H 2.267 -15.979 0.503 -0.29 -0.30 0.07
H 1.544 -14.526 1.043 -0.65 -0.14 0.24
H 0.159 -16.741 -1.515 0.15 0.00 0.06
H -0.828 -17.797 -0.598 -0.04 -0.25 0.30
H 0.944 -17.938 -0.473 0.00 0.03 0.11
H -0.742 -13.918 -0.874 -0.25 0.18 0.09
C -4.859 -20.188 -4.520 0.01 -0.42 0.14
C -3.885 -19.109 -4.038 -0.13 -0.20 0.37
C -4.644 -17.896 -3.516 -0.21 0.84 -0.92
C -3.075 -19.677 -2.881 -0.21 -1.12 1.09
C -1.910 -20.543 -3.319 -0.20 -0.56 -0.40
C -1.002 -19.793 -4.272 0.11 0.12 0.75
C -1.761 -19.327 -5.506 -0.24 0.14 -0.58
C -0.912 -18.277 -6.226 0.30 -0.26 -0.11
C -2.058 -20.479 -6.477 0.14 -0.25 -0.81
N -2.974 -18.617 -5.065 0.58 0.70 0.71
O -3.735 -18.151 -6.163 0.00 -0.35 -0.36
H -5.655 -20.296 -3.780 -0.08 0.06 -0.10
H -4.352 -21.156 -4.558 -0.03 0.01 -0.17
H -5.299 -19.992 -5.496 0.02 0.19 0.02
H -3.926 -17.092 -3.329 0.00 -0.09 0.24
H -5.266 -18.051 -2.641 0.13 -0.32 0.02
H -5.283 -17.530 -4.326 -0.14 0.01 0.15
H -2.835 -18.929 -2.126 0.57 0.43 -0.37
H -3.716 -20.349 -2.286 -0.28 0.22 -0.31
H -2.319 -21.421 -3.844 -0.06 0.25 -0.19
H -1.393 -21.051 -2.499 0.18 0.63 0.23
H -0.146 -20.430 -4.508 -0.02 0.17 -0.45
H -0.606 -18.891 -3.791 -0.01 -0.13 0.17
H 0.007 -18.745 -6.590 -0.04 0.03 -0.02
H -1.448 -17.894 -7.094 0.08 0.07 -0.03
H -0.628 -17.461 -5.561 -0.15 0.04 0.03
H -1.658 -20.278 -7.478 0.05 0.16 0.16
H -1.578 -21.414 -6.184 -0.26 -0.07 0.22
H -3.123 -20.621 -6.659 -0.01 -0.14 0.33
H -3.423 -17.252 -6.308 -0.06 0.04 0.11
C -2.975 -12.577 -2.711 -0.61 -0.67 -0.19
C -1.723 -11.871 -3.265 -0.31 -0.91 -0.06
C -0.769 -12.929 -3.851 0.78 0.98 -0.23
C -2.131 -10.992 -4.449 -1.27 0.47 -0.16
C -2.592 -9.561 -4.128 0.17 0.57 -0.10
C -1.725 -8.922 -3.056 1.05 -0.56 -0.38
C -1.487 -9.808 -1.820 -1.18 0.69 0.17
C -0.419 -9.129 -0.992 0.73 -0.34 0.90
C -2.793 -9.879 -1.004 0.05 -0.69 0.66
N -1.012 -11.090 -2.277 1.38 0.44 -1.11
O -0.393 -11.883 -1.283 -0.54 -0.19 0.38
H -2.921 -12.829 -1.653 0.14 0.24 0.01
H -3.908 -12.051 -2.927 0.14 0.29 0.32
H -3.127 -13.539 -3.215 0.23 0.02 -0.04
H -0.254 -13.531 -3.107 -0.51 -0.45 0.01
H -1.283 -13.498 -4.622 -0.04 -0.36 0.24
H 0.038 -12.391 -4.369 -0.09 -0.02 0.06
H -1.390 -10.977 -5.247 0.36 0.08 0.27
H -3.024 -11.444 -4.895 0.29 -0.34 -0.11
H -2.431 -8.985 -5.045 -0.22 0.06 0.01
H -3.659 -9.465 -3.921 0.01 -0.36 0.22
H -2.009 -7.930 -2.707 -0.41 -0.02 -0.17
H -0.750 -8.803 -3.553 0.07 0.11 0.33
H -0.634 -8.091 -0.734 -0.22 0.05 -0.39
H 0.549 -9.186 -1.497 -0.06 0.17 -0.12
H -0.281 -9.621 -0.022 -0.09 -0.13 -0.16
H -3.635 -10.351 -1.510 0.10 0.30 -0.37
H -3.094 -8.898 -0.635 0.02 0.02 -0.05
H -2.632 -10.536 -0.137 0.10 0.25 0.04
H 0.532 -11.907 -1.549 0.04 0.13 0.02
C 5.208 -17.622 1.656 -0.10 0.08 -0.65
C 5.498 -19.105 1.555 -0.27 0.16 0.01
C 6.824 -19.389 0.882 0.04 0.49 0.03
O 5.562 -19.696 2.847 0.14 -0.24 0.00
H 4.317 -17.407 2.250 0.09 -0.08 0.20
H 4.982 -17.253 0.650 0.19 0.17 0.07
H 6.089 -17.106 2.042 -0.08 0.12 0.08
H 4.695 -19.555 0.952 0.01 -0.17 0.19
H 7.617 -18.837 1.396 0.04 -0.39 0.26
H 6.865 -18.996 -0.135 -0.31 -0.25 -0.11
H 6.993 -20.462 0.894 0.29 0.03 -0.07
H 4.789 -19.453 3.365 -0.02 0.07 -0.10
C -8.882 -14.640 2.970 -0.45 0.43 0.17
C -8.651 -13.926 1.643 -0.08 -0.26 -0.01
C -9.653 -12.796 1.481 0.23 0.26 -0.54
O -7.335 -13.361 1.555 -0.26 -0.24 0.15
H -8.506 -13.993 3.769 0.04 -0.15 0.06
H -8.478 -15.647 3.073 0.29 0.07 -0.21
H -9.962 -14.715 3.119 0.04 -0.14 0.06
H -8.791 -14.657 0.834 0.10 0.14 -0.07
H -9.760 -12.241 2.413 -0.14 -0.03 0.01
H -10.613 -13.160 1.115 -0.09 -0.12 0.35
H -9.313 -12.091 0.718 0.15 -0.06 0.08
H -6.761 -13.917 2.090 0.18 0.05 -0.09
C 5.677 -13.376 3.995 -0.45 0.82 0.08
C 4.592 -14.385 4.340 -0.11 -0.06 -0.11
C 3.471 -14.397 3.301 0.88 -0.12 -0.52
O 5.126 -15.715 4.477 -0.27 0.70 0.06
H 6.326 -13.149 4.839 0.18 -0.38 -0.03
H 5.182 -12.419 3.776 0.07 -0.10 -0.09
H 6.267 -13.629 3.112 0.00 -0.24 0.05
H 4.164 -14.079 5.297 0.12 -0.40 0.15
H 2.768 -15.205 3.491 -0.20 0.17 0.15
H 3.939 -14.605 2.326 -0.15 -0.02 0.02
H 2.992 -13.425 3.192 -0.22 -0.06 0.22
H 5.383 -15.949 3.579 0.14 -0.28 0.09
C -6.439 -14.656 -1.594 0.14 0.04 -0.36
C -6.419 -14.036 -2.997 -0.75 -0.58 1.15
C -7.589 -14.558 -3.824 0.38 -0.07 0.10
O -6.545 -12.615 -2.887 0.59 -0.08 -0.33
H -7.368 -14.378 -1.087 0.08 -0.09 0.12
H -5.581 -14.312 -1.014 -0.08 0.09 0.09
H -6.372 -15.745 -1.665 -0.10 0.01 0.01
H -5.456 -14.351 -3.405 0.01 0.69 -0.50
H -7.719 -13.906 -4.685 -0.12 -0.13 -0.13
H -8.490 -14.541 -3.208 -0.09 0.10 -0.11
H -7.423 -15.590 -4.142 0.00 0.04 -0.09
H -6.997 -12.417 -2.061 0.04 -0.04 0.04
```
Positions in Å, forces in eV/Å.

Computed properties:
SMILES: CC1(C)CCCC(C)(C)N1O.CC1(C)CCCC(C)(C)N1O.CC1(C)CCCC(C)(C)N1O.CC1(C)CCCC(C)(C)N1O.CC(C)O.CC(C)O.CC(C)O.CC(C)O
Net charge: 0
Relative energy (zero: lowest compared OMol25 entry of this formula, charge and spin) in kcal/mol: 36.1

Atom charges from the Löwdin analysis, given in e for atoms 1 to 8:
1 C -0.0479
2 C -0.5309
3 C -0.0168
4 C -0.1429
5 C -0.1771
6 C -0.1282
7 C -0.5320
8 C -0.0241

Entry 2:
Molecular formula: C48H110F6O24
Method: DFT, the ωB97M-V functional and the def2-TZVPD basis

Structure (XYZ):
```
188
Properties=species:S:1:pos:R:3:forces:R:3
C 0.295 5.364 -7.932 0.42 -0.28 0.02
C -0.912 5.031 -7.084 -0.64 0.36 -0.98
O -0.539 4.929 -5.704 0.36 0.32 0.07
C -0.968 3.915 -4.988 -0.16 -0.26 -0.30
O -1.606 2.986 -5.386 -0.06 -0.16 0.30
C -0.490 4.043 -3.518 -0.32 0.57 -0.48
F -1.411 3.507 -2.721 0.29 -0.35 0.20
F 0.684 3.430 -3.392 -0.07 -0.33 0.29
F -0.326 5.313 -3.138 -0.01 0.06 -0.05
H 0.033 5.974 -8.794 -0.11 0.10 0.10
H 0.740 4.449 -8.328 0.12 0.02 0.11
H 1.053 5.877 -7.339 -0.06 0.14 -0.08
H -1.396 4.146 -7.493 0.09 -0.32 0.60
H -1.673 5.810 -7.149 0.16 0.17 0.23
C 0.869 6.626 3.230 0.08 -0.28 -0.38
C 1.070 7.300 1.883 0.13 0.21 0.84
O 1.903 6.490 1.049 0.34 -1.12 -0.03
C 1.978 6.789 -0.232 0.32 0.97 0.33
O 1.454 7.725 -0.753 -0.23 0.12 -0.48
C 2.925 5.837 -0.993 -0.83 -0.98 -0.11
F 4.214 6.179 -0.916 -0.45 -0.13 0.15
F 2.739 4.597 -0.464 0.60 0.46 -0.52
F 2.575 5.786 -2.292 0.32 0.08 0.64
H 1.819 6.485 3.744 0.00 0.00 -0.01
H 0.388 5.653 3.122 -0.02 0.02 0.03
H 0.234 7.275 3.831 -0.01 -0.03 0.05
H 1.634 8.214 2.080 -0.41 0.29 -0.43
H 0.112 7.463 1.392 0.15 0.29 -0.13
C 4.977 2.477 0.911 0.22 0.48 0.54
O 4.470 2.420 2.228 -0.17 -0.04 0.13
C 3.792 1.225 2.483 -0.65 -0.83 -0.86
C 3.389 1.050 3.915 0.17 0.10 0.89
O 2.450 2.061 4.205 -0.09 0.64 -0.01
C 1.736 1.851 5.403 0.14 -0.04 -0.24
H 4.211 2.454 0.127 -0.13 -0.29 0.15
H 5.711 1.673 0.789 0.00 0.07 -0.36
H 5.449 3.459 0.856 0.23 -0.17 -0.22
H 4.309 0.352 2.054 0.54 -0.01 0.53
H 2.849 1.161 1.918 -0.10 0.53 0.02
H 4.195 1.092 4.660 0.35 0.22 -0.35
H 2.964 0.048 4.078 -0.26 0.02 -0.38
H 1.325 0.844 5.281 -0.35 0.06 0.86
H 0.961 2.608 5.512 -0.22 -0.19 -0.54
H 2.329 1.998 6.316 0.38 -0.56 -0.18
C -6.491 -4.699 1.232 -0.49 -0.38 -0.04
O -7.318 -4.428 0.108 0.44 0.13 -0.30
C -6.969 -3.303 -0.683 0.25 -0.54 0.41
C -5.822 -3.508 -1.653 -0.42 -0.09 -0.88
O -4.547 -3.742 -1.110 0.23 0.84 0.65
C -3.535 -3.575 -2.101 -0.59 -1.53 0.09
H -5.514 -4.221 1.203 -0.06 0.09 -0.14
H -6.354 -5.782 1.250 0.14 0.05 0.11
H -7.045 -4.417 2.133 0.23 0.12 0.10
H -6.792 -2.425 -0.053 -0.14 0.10 -0.01
H -7.846 -3.185 -1.319 -0.01 0.51 0.03
H -5.785 -2.626 -2.308 -0.04 0.20 0.17
H -6.127 -4.321 -2.330 0.26 -0.25 0.11
H -3.569 -2.616 -2.620 -0.14 0.07 0.06
H -3.737 -4.423 -2.768 0.42 0.41 -0.69
H -2.549 -3.759 -1.677 -0.06 0.25 0.29
C -1.706 0.477 4.647 0.12 -0.81 -0.27
O -1.562 1.851 4.891 0.33 0.40 0.56
C -2.144 2.255 6.120 -1.34 -0.46 -0.48
C -1.917 3.730 6.373 -0.06 -0.13 -1.04
O -2.178 4.030 7.719 0.33 0.17 -0.33
C -2.336 5.413 7.905 -0.43 0.56 0.58
H -1.359 0.313 3.627 0.15 -0.13 0.06
H -2.718 0.054 4.697 -0.26 0.68 0.00
H -1.134 -0.142 5.350 0.33 0.22 -0.03
H -1.880 1.644 6.990 0.54 0.01 -0.14
H -3.216 2.071 5.951 -0.15 0.16 0.57
H -2.593 4.302 5.724 -0.13 0.00 0.06
H -0.919 4.002 5.999 0.23 0.03 0.57
H -1.433 6.017 7.767 0.28 -0.34 -0.11
H -2.679 5.570 8.927 0.09 -0.09 0.04
H -3.102 5.851 7.253 -0.06 -0.25 -0.18
C 0.556 -1.718 -4.830 0.12 -1.63 -0.11
O 1.253 -0.780 -5.617 -0.72 1.05 0.31
C 2.019 0.079 -4.809 0.98 -0.42 1.26
C 2.510 1.306 -5.536 -0.77 0.25 -0.13
O 2.934 2.247 -4.584 0.30 -0.22 0.74
C 3.407 3.463 -5.117 -0.88 -0.04 0.10
H -0.385 -2.048 -5.279 0.23 0.23 -0.64
H 0.241 -1.477 -3.809 0.63 0.79 0.00
H 1.222 -2.588 -4.777 -0.31 -0.24 0.36
H 2.925 -0.425 -4.426 -0.10 -0.31 -0.15
H 1.496 0.331 -3.878 -0.33 0.38 -0.28
H 1.650 1.724 -6.078 0.25 -0.03 -0.47
H 3.338 1.006 -6.186 -0.13 0.27 -0.38
H 2.587 3.983 -5.632 0.16 -0.19 -0.52
H 4.263 3.271 -5.765 0.09 0.37 -0.08
H 3.616 4.143 -4.292 0.51 -0.31 0.12
C -0.231 2.708 1.281 1.16 1.31 -0.49
O -0.133 1.499 0.577 -1.24 -0.33 -0.12
C 0.868 1.420 -0.421 1.49 1.41 2.10
C 1.589 0.106 -0.227 -0.82 -0.71 -1.43
O 1.005 -0.957 -0.992 0.23 0.25 -0.03
C -0.239 -1.435 -0.531 -0.35 -1.23 -0.31
H -0.983 2.703 2.064 -0.13 -0.49 -0.09
H -0.404 3.571 0.618 -0.49 -0.19 -0.18
H 0.741 2.984 1.718 -0.02 -0.38 0.34
H 1.653 2.153 -0.145 -0.12 0.06 0.11
H 0.602 1.803 -1.409 -0.53 -0.89 -0.22
H 1.583 -0.207 0.817 0.11 0.42 0.17
H 2.610 0.249 -0.586 0.04 -0.43 -0.02
H -0.902 -0.737 -0.022 0.24 0.35 -0.15
H -0.146 -2.326 0.109 0.40 0.30 0.39
H -0.733 -1.883 -1.400 -0.18 0.43 -0.13
C -0.654 -5.378 -3.346 0.14 0.32 -0.62
O 0.031 -4.481 -2.490 -0.12 -0.80 0.05
C 0.584 -5.088 -1.333 0.29 0.33 0.77
C 1.587 -6.223 -1.574 -0.42 -0.02 -0.99
O 2.838 -5.726 -2.000 0.64 -0.81 0.00
C 2.869 -5.116 -3.272 0.35 0.59 -0.01
H -1.232 -4.710 -3.983 -0.17 -0.34 -0.18
H -1.308 -6.125 -2.882 -0.08 0.38 0.52
H 0.030 -5.966 -3.966 0.11 0.21 -0.09
H -0.241 -5.369 -0.666 0.10 -0.33 0.03
H 1.125 -4.267 -0.853 -0.03 -0.07 0.13
H 1.131 -6.915 -2.299 0.25 0.13 -0.35
H 1.809 -6.906 -0.756 -0.21 0.61 0.61
H 2.529 -5.756 -4.095 -0.82 0.10 0.29
H 3.890 -4.904 -3.608 0.22 -0.10 0.77
H 2.381 -4.149 -3.128 -0.34 -0.09 -0.97
C -4.730 1.675 2.973 -0.47 -0.20 0.00
O -4.653 0.264 3.059 0.20 -1.05 0.30
C -4.448 -0.398 1.820 0.52 1.50 -0.38
C -4.134 -1.864 1.805 -0.16 -0.38 0.73
O -2.789 -2.178 2.142 0.41 0.60 -0.21
C -2.528 -3.526 1.894 0.75 -1.16 0.61
H -4.707 2.091 1.960 0.30 -0.36 -0.14
H -3.912 2.085 3.565 -0.09 0.29 0.03
H -5.717 1.956 3.348 0.18 0.25 0.35
H -3.587 0.105 1.354 -0.13 -0.08 -0.37
H -5.347 -0.195 1.227 0.13 -0.31 -0.37
H -4.297 -2.205 0.777 -0.30 -0.06 0.08
H -4.766 -2.414 2.516 -0.30 0.02 -0.27
H -1.486 -3.803 2.079 0.18 0.82 -0.01
H -2.703 -3.866 0.868 -0.57 0.23 0.00
H -3.014 -4.179 2.634 -0.65 0.04 -0.35
C 3.928 -2.380 -1.237 0.69 0.59 0.04
O 4.724 -2.133 -0.081 -0.26 -0.67 0.28
C 6.036 -1.760 -0.435 -0.04 0.42 -0.12
C 6.992 -1.770 0.749 0.50 -0.48 -0.42
O 7.106 -3.016 1.400 -0.54 0.09 0.33
C 6.018 -3.319 2.289 0.84 0.39 -0.15
H 2.867 -2.415 -1.003 0.07 0.16 0.30
H 4.204 -3.315 -1.729 0.20 0.04 0.00
H 4.142 -1.517 -1.880 -0.50 -0.23 -0.56
H 5.978 -0.752 -0.876 0.27 0.16 0.13
H 6.473 -2.376 -1.230 -0.30 -0.44 0.11
H 6.815 -0.946 1.450 -0.21 -0.11 0.10
H 7.993 -1.658 0.321 -0.09 0.50 -0.01
H 5.757 -2.416 2.850 -0.27 0.02 -0.07
H 6.412 -4.030 3.012 -0.20 -0.26 -0.15
H 5.175 -3.693 1.719 -0.12 -0.12 0.26
C -2.276 0.152 -3.804 0.32 0.40 -0.08
O -3.299 0.887 -3.170 -0.12 -0.52 -0.13
C -3.080 1.002 -1.787 0.53 0.40 -0.05
C -3.895 2.135 -1.223 -0.82 -0.75 0.74
O -5.298 1.903 -1.097 0.09 -0.08 0.02
C -6.021 1.881 -2.306 0.03 -1.19 -0.28
H -2.125 -0.821 -3.327 -0.06 -0.12 -0.08
H -1.331 0.708 -3.770 0.08 -0.04 0.22
H -2.500 0.055 -4.864 -0.30 -0.17 0.06
H -2.019 1.227 -1.599 -0.02 0.22 -0.02
H -3.241 0.090 -1.192 -0.42 -0.24 -0.40
H -3.750 3.065 -1.776 0.33 0.08 0.17
H -3.602 2.142 -0.170 0.35 0.80 -0.08
H -5.630 2.611 -3.019 -0.38 0.24 0.06
H -7.085 1.942 -2.073 0.09 0.74 0.04
H -5.954 0.896 -2.792 0.38 0.12 -0.04
C 0.274 -2.909 4.473 0.13 -0.19 -1.17
O 1.395 -3.324 3.708 0.68 -0.27 0.52
C 1.170 -4.119 2.574 -0.93 -0.58 -0.02
C 2.494 -4.547 1.975 0.99 2.35 0.05
O 3.318 -5.435 2.683 -0.35 -0.42 0.29
C 2.742 -6.719 2.834 -0.43 0.35 -0.37
H -0.284 -2.167 3.890 -0.11 0.16 0.25
H 0.690 -2.484 5.380 -0.23 0.05 0.12
H -0.413 -3.737 4.678 0.12 -0.09 0.22
H 0.596 -3.532 1.845 0.24 -0.04 -0.31
H 0.533 -4.988 2.802 -0.05 0.03 0.25
H 3.033 -3.590 2.019 0.26 -0.11 0.05
H 2.492 -4.689 0.888 -0.50 -0.87 0.03
H 3.416 -7.372 3.381 0.20 0.11 -0.11
H 2.526 -7.116 1.834 0.03 -0.32 0.13
H 1.800 -6.658 3.391 0.04 -0.10 0.02
```
Positions in Å, forces in eV/Å.

Computed properties:
SMILES: CCOC(=O)C(F)(F)F.CCOC(=O)C(F)(F)F.COCCOC.COCCOC.COCCOC.COCCOC.COCCOC.COCCOC.COCCOC.COCCOC.COCCOC.COCCOC
Net charge: 0

Atom charges from the Löwdin analysis, given in e for atoms 1 to 8:
1 C -0.0593
2 C -0.1980
3 O 0.0402
4 C -0.3886
5 O 0.1693
6 C -0.5411
7 F 0.1711
8 F 0.1711

It is found that the molecular weight values, taken in the order of the records, are 869.41, 1185.37 g/mol.
It is found that the gap between HOMO and LUMO values, taken in the order of the records, are 8.53, 9.82 eV.
It is found that the highest occupied orbital energy values, taken in the order of the records, are -8.115, -9.259 eV.